No. 1
Computed, not measured: a structure of composition C14H30N3OPSSiSn at a distorted geometry, with ωB97M-V with the def2-TZVPD basis set.

Geometry as XYZ:
```
52
Properties=species:S:1:pos:R:3:mulliken_charge:R:1
Sn 0.00 0.00 0.22 0.82
Si 2.41 0.14 -0.34 0.57
P -0.56 0.47 -2.16 0.72
N -0.01 -1.76 -0.10 -0.05
H -0.22 3.05 2.30 -0.07
C -2.34 0.78 -2.63 -1.26
H -2.47 0.92 -3.72 0.40
H -2.69 1.68 -2.10 0.35
H -2.95 -0.08 -2.30 0.32
C 0.28 1.93 -2.93 -1.02
H -0.06 2.10 -3.97 0.42
H 1.37 1.75 -2.92 0.25
H 0.06 2.82 -2.33 0.23
C -0.11 -0.92 -3.29 -1.11
H -0.25 -0.65 -4.35 0.43
H -0.73 -1.80 -3.04 0.31
H 0.95 -1.18 -3.11 0.24
C 3.09 1.93 -0.17 -1.06
H 2.85 2.35 0.82 0.22
H 2.65 2.60 -0.92 0.23
H 4.19 1.96 -0.29 0.39
H 3.34 -0.70 0.50 -0.24
H 2.80 -0.28 -1.75 -0.24
C 0.00 -3.11 -0.29 0.20
C -1.11 -5.29 -0.21 -0.40
C -1.14 -3.91 -0.01 -0.42
C 1.18 -3.75 -0.76 0.01
C 1.20 -5.14 -0.95 -0.49
C 0.06 -5.91 -0.68 -0.47
H -2.00 -5.89 0.00 0.32
H -2.05 -3.41 0.35 0.31
H 2.06 -3.13 -0.97 0.21
H 2.11 -5.62 -1.32 0.32
H 0.08 -7.00 -0.83 0.33
C -0.76 3.02 1.33 0.68
O -0.49 1.80 0.70 -0.33
C -2.27 3.14 1.61 -1.33
H -2.61 4.18 1.42 0.40
H -2.49 2.89 2.66 0.28
H -2.83 2.47 0.95 0.26
C -0.24 4.17 0.46 -1.26
H -1.02 4.52 -0.24 0.37
H 0.63 3.83 -0.13 0.16
H 0.08 5.02 1.09 0.39
N 0.65 1.04 4.55 -0.38
C 0.00 0.00 3.84 0.41
N -0.64 -1.05 4.54 -0.43
S 0.00 0.00 2.22 -0.81
H 0.65 1.05 5.58 0.20
H 1.12 1.81 4.04 0.22
H -1.11 -1.81 4.04 0.22
H -0.65 -1.06 5.57 0.19
```

HOMO-LUMO gap ... 5.73 eV
Highest occupied orbital energy ... -5.80 eV

=====

No. 2
Computed, not measured: a cluster of 2 separate species, C18H24BrFN2O7PS3 in total at a distorted geometry, with ωB97M-V with the def2-TZVPD basis set.

Geometry as XYZ:
```
57
Properties=species:S:1:pos:R:3:mulliken_charge:R:1
C -2.97 2.95 0.71 -1.10
C -3.48 2.65 2.13 -0.35
C -3.66 1.14 2.45 -0.61
C -3.08 0.74 3.81 -0.93
N -1.68 0.24 3.82 -0.20
C -0.84 0.64 2.78 -0.26
C -0.13 1.83 2.83 0.27
S -0.14 3.03 4.15 1.25
O 1.18 3.12 4.65 -0.58
O -0.75 4.19 3.62 -0.52
F -1.05 2.44 5.22 -0.15
C 0.70 2.20 1.78 -1.21
C 0.85 1.37 0.69 0.73
P 2.02 1.86 -0.71 0.43
O 0.85 2.22 -1.78 -0.44
Br 2.80 3.84 -0.03 -0.26
N 0.17 0.20 0.64 0.51
C 0.39 -0.67 -0.54 -2.62
C 1.53 -1.63 -0.32 1.77
C 1.42 -2.92 -0.84 -0.27
C 2.44 -3.86 -0.69 -0.88
C 3.61 -3.52 -0.01 -0.49
C 3.72 -2.25 0.53 -0.94
C 2.69 -1.32 0.38 -0.22
C -0.65 -0.17 1.63 0.91
S -1.51 -1.71 1.49 -0.09
H -3.09 2.11 0.04 0.29
H -1.93 3.27 0.75 0.17
H -3.51 3.80 0.31 0.40
H -2.85 3.09 2.89 0.18
H -4.44 3.13 2.25 0.53
H -4.73 0.97 2.53 0.43
H -3.31 0.50 1.64 0.34
H -3.20 1.55 4.53 0.25
H -3.69 -0.08 4.20 0.52
H -1.63 -0.75 3.99 0.38
H 1.21 3.14 1.86 0.25
H 1.25 2.72 -2.50 0.35
H 0.50 -0.05 -1.42 0.41
H -0.48 -1.28 -0.72 0.56
H 0.53 -3.23 -1.38 0.43
H 2.35 -4.85 -1.10 0.41
H 4.39 -4.25 0.07 0.43
H 4.61 -1.99 1.08 0.43
H 2.85 -0.35 0.84 0.33
H -1.04 -2.34 2.58 0.21
C 0.71 -3.01 -5.86 -0.33
C 1.25 -1.83 -6.64 -0.39
O 1.05 -0.71 -5.76 -0.32
S 1.22 -1.18 -4.25 1.28
O 2.53 -0.88 -3.80 -0.61
O 0.08 -0.75 -3.52 -0.58
O 1.12 -2.75 -4.50 -0.31
H -0.38 -3.05 -5.89 0.30
H 1.13 -3.96 -6.19 0.31
H 0.72 -1.67 -7.57 0.32
H 2.32 -1.93 -6.84 0.31
```

HOMO-LUMO gap ... 7.62 eV
Charge ... +1
Highest occupied orbital energy ... -12.06 eV